(1)
Entry from the OMol25 dataset: C2H5CrMgO3 as an isolated structure (ωB97M-V with the def2-TZVPD basis set).

Properties
Multiplicity: 6
Highest occupied orbital energy (spin up / spin down) (eV): -5.5 / -9.8
Net charge: 0
Orbital gap (spin up / spin down) (eV): 4.93 / 9.04
DFT total energy (Ha): -1549.46794
<S²>: 8.77

```
12
Properties=species:S:1:pos:R:3:lowdin_charge:R:1
Cr 0.86 -0.03 -1.05 0.869
Mg -1.51 0.35 -0.04 0.704
O 0.11 -1.39 0.12 -0.415
O -0.76 0.55 -1.91 -0.468
O 0.38 1.06 0.52 -0.452
C 0.54 -1.15 1.43 -0.343
C 0.92 0.35 1.60 -0.330
H 2.02 0.48 1.63 0.107
H -0.29 -1.39 2.13 0.104
H 1.38 -1.80 1.74 0.111
H 0.56 0.73 2.58 0.114
H -1.18 0.39 -2.76 -0.003
```

***

(2)
Entry from the OMol25 dataset: a 6-piece molecular cluster, C5H21NO6 overall (ωB97M-V with the def2-TZVPD basis set).

Properties
Multiplicity: 1
Highest occupied orbital energy (eV): -9.9
Net charge: 0
Orbital gap (eV): 10.41
DFT total energy (Ha): -709.27209
ΔE to the lowest compared entry with this formula, charge and spin (kcal/mol): 24.86

```
33
Properties=species:S:1:pos:R:3:lowdin_charge:R:1
O -0.64 -3.09 -1.14 -0.056
O 2.71 -0.89 -0.25 -0.100
O 1.66 0.53 1.49 -0.009
O 1.36 -0.58 -2.56 -0.076
O 0.99 -3.22 1.04 -0.068
O -0.85 -0.38 -4.33 -0.061
N -0.12 1.63 2.19 0.071
C 0.88 1.46 1.28 -0.495
C 0.98 2.24 0.02 0.020
C -3.39 0.88 0.58 -0.116
C -2.54 1.08 1.88 -0.234
C -1.45 2.16 1.80 -0.198
H 2.02 -1.09 -2.08 0.009
H -0.15 0.88 2.89 0.147
H -1.57 2.68 0.86 0.097
H -3.96 -0.05 0.48 0.067
H 0.08 -2.59 -1.54 0.026
H -0.97 -2.86 -0.27 0.027
H -1.53 -1.07 -4.34 0.038
H 0.14 2.92 -0.22 0.076
H -3.34 1.36 2.64 0.120
H -2.10 0.10 2.08 0.098
H -1.24 0.31 -3.78 0.034
H -2.69 0.89 -0.27 0.063
H 0.98 -3.59 0.15 0.017
H 1.16 1.46 -0.76 0.093
H 3.14 -0.29 0.37 0.041
H -1.66 2.96 2.53 0.113
H 1.67 -0.18 -3.37 0.031
H 1.91 -3.17 1.32 0.039
H -4.18 1.66 0.57 0.080
H 1.77 2.98 0.10 0.090
H 1.86 -0.85 0.23 0.018
```

***

(3)
Entry from the OMol25 dataset: a 2-piece molecular cluster, C2H5N2O2 overall (ωB97M-V with the def2-TZVPD basis set).

Properties
Multiplicity: 1
Highest occupied orbital energy (eV): -4.7
Net charge: -1
Orbital gap (eV): 8.96
DFT total energy (Ha): -339.24515
ΔE to the lowest compared entry with this formula, charge and spin (kcal/mol): 19.14

```
11
Properties=species:S:1:pos:R:3:lowdin_charge:R:1
O 1.44 -0.34 -1.95 -0.102
O 0.62 1.48 -0.96 -0.167
N -1.39 -1.55 2.02 -0.014
N -0.06 0.31 1.32 0.083
C 0.67 0.61 -1.88 -0.661
C -1.14 -0.48 1.35 -0.450
H -2.38 -1.61 2.23 -0.011
H 0.69 0.04 1.94 0.086
H 0.18 0.53 0.30 0.037
H 0.03 0.76 -2.79 0.088
H -1.87 -0.23 0.56 0.110
```

***

| no. | strongest force on any atom (eV/A) |
| --- | --- |
| 1 | 1.0 |
| 2 | 2.3 |
| 3 | 2.3 |